Here is a 2-piece molecular cluster, C30H52Cl2O13P2S2 overall at a distorted geometry from OMol25. Energies are from wB97M-V/def2-TZVPD.

As for the SMILES: CC(=O)OC[C@@]1(CP(=O)(O)O)[C@H](/C(Cl)=C(\C)Cl)OS(=O)(=O)[C@@H](CCCCOC=O)[C@@]1(CC[C@H](C)CCC=C(C)C)[PH2]=S.CCOC(=O)OC. The value obtained for the HOMO energy is -0.313 hartree. The largest force on an atom is 1.2 eV/Å. As for the HOMO-LUMO gap: 8.80 eV.

ORCA input file:
```
! RIJCOSX wB97M-V def2-TZVPD def2/J DEFGRID3
* xyz 0 1
C 3.11407 1.65772 1.52177
C 1.75104 2.13812 1.93149
O 1.53852 2.79920 2.90139
O 0.71080 1.83246 1.09385
C 0.72355 0.55785 0.44288
C -0.72456 0.19520 0.03224
C -1.65396 0.67328 1.17106
P -1.27230 0.21840 2.88127
O 0.05775 -0.36287 3.12549
O -1.44466 1.64402 3.59591
O -2.48044 -0.64054 3.47068
C -1.02572 1.18448 -1.17856
C -2.35451 1.91498 -1.22867
Cl -3.72289 1.15027 -1.94608
C -2.46581 3.16892 -0.78958
C -1.35225 4.00526 -0.21790
Cl -3.98081 3.99366 -0.85534
O -0.67692 0.70601 -2.49840
S -0.87008 -0.76996 -3.03266
O -2.23118 -1.13517 -3.25384
O -0.00483 -0.85352 -4.16647
C -0.13400 -1.71443 -1.67728
C 1.38642 -1.45978 -1.88225
C 2.39980 -1.96193 -0.85303
C 3.82510 -1.46420 -1.15250
C 4.25250 -1.48807 -2.61382
O 3.85533 -0.25860 -3.25285
C 4.71661 0.76570 -3.10710
O 4.36569 1.90090 -2.98143
C -0.83551 -1.34629 -0.31515
C -2.33709 -1.71484 -0.42280
C -2.71986 -3.09252 -0.97236
C -4.23018 -3.32642 -0.71994
C -4.51860 -4.16934 0.53094
C -4.92059 -3.85826 -1.97432
C -6.45303 -4.02278 -1.88757
C -7.13011 -2.98577 -1.02500
C -7.08160 -1.67506 -1.26202
C -6.82013 -1.09313 -2.62805
C -7.28230 -0.68224 -0.14946
P -0.19719 -2.59527 0.96951
S -1.43452 -3.39394 2.23312
H 3.85882 2.03142 2.21798
H 3.14667 0.56578 1.56160
H 3.37522 1.95470 0.50484
H 1.15500 -0.18370 1.10175
H 1.35467 0.64576 -0.44354
H -1.60444 1.75802 1.21532
H -2.70576 0.47215 0.95954
H -1.10301 1.56784 4.49763
H -3.17272 -0.84179 2.83406
H -0.31460 1.99671 -1.04960
H -0.43541 3.90856 -0.79992
H -1.63326 5.05476 -0.25417
H -1.12514 3.76526 0.82228
H -0.34618 -2.74893 -1.94774
H 1.63745 -1.96166 -2.81521
H 1.56775 -0.40876 -2.10314
H 2.42082 -3.05636 -0.88026
H 2.19542 -1.68023 0.17423
H 4.53706 -2.04128 -0.55940
H 3.89672 -0.42910 -0.80327
H 3.79807 -2.29434 -3.18408
H 5.34131 -1.56460 -2.67982
H 5.78581 0.48979 -3.14257
H -2.80531 -1.62536 0.56006
H -2.83447 -0.98273 -1.05269
H -2.16070 -3.90729 -0.50848
H -2.59370 -3.11640 -2.05368
H -4.65922 -2.33808 -0.52383
H -5.49852 -4.64397 0.46438
H -4.55276 -3.53787 1.42008
H -3.76402 -4.94047 0.68583
H -4.68853 -3.19113 -2.80933
H -4.49060 -4.83297 -2.23311
H -6.73684 -5.02182 -1.55625
H -6.84839 -3.93585 -2.90703
H -7.69565 -3.33158 -0.16432
H -5.76730 -0.82997 -2.77727
H -7.39718 -0.17273 -2.73062
H -7.13202 -1.78037 -3.41274
H -7.97966 0.11811 -0.41142
H -7.62934 -1.17330 0.75895
H -6.31711 -0.19855 0.03703
H 0.92625 -2.09545 1.62407
H 0.31603 -3.57623 0.10696
C 10.16747 3.62124 2.92197
C 9.17967 3.71714 1.78034
O 7.83571 3.43576 2.20735
C 7.22373 4.43126 2.84915
O 7.68147 5.52160 3.07042
O 6.00926 4.01085 3.20186
C 5.24722 4.95639 3.96264
H 10.08938 2.64982 3.41156
H 11.18374 3.74568 2.54806
H 9.97710 4.39234 3.66678
H 9.39321 2.96435 1.02384
H 9.21367 4.69544 1.30209
H 5.20050 5.91499 3.45151
H 5.68445 5.08268 4.95153
H 4.25067 4.53296 4.05066
*
```